Version a
Molecular formula: C5H11N2O
Method: DFT, the ωB97M-V functional and the def2-TZVPD basis

Bonds (Å) are listed after each position.
Element x y z (Å)
1 C -0.55 -2.50 0.21  C2 1.353, H9 1.059, H10 1.060
2 C -0.28 -1.28 0.73  C1 1.353, C5 1.401, H11 1.184
3 C 1.15 0.90 -0.98  N6 1.355, O8 1.363
4 C -0.59 1.06 1.29  C5 1.480, H12 1.188, H13 1.048, H14 1.070
5 C -0.87 -0.07 0.37  C2 1.401, C4 1.480, N7 1.321
6 N 2.35 0.40 -0.58  C3 1.355, H15 1.008, H16 0.978
7 N -1.76 0.08 -0.60  C5 1.321, H18 1.006, H19 1.031
8 O 1.26 1.93 -1.86  C3 1.363, H17 0.962
9 H 0.11 -3.26 0.54  C1 1.059
10 H -0.97 -2.66 -0.75  C1 1.060
11 H 0.28 -1.23 1.78  C2 1.184
12 H -1.23 0.93 2.28  C4 1.188
13 H 0.37 0.96 1.69  C4 1.048
14 H -0.79 2.02 0.86  C4 1.070
15 H 2.18 -0.49 -0.14  N6 1.008
16 H 3.20 0.88 -0.61  N6 0.978
17 H 0.41 2.01 -2.31  O8 0.962
18 H -2.25 0.96 -0.64  N7 1.006
19 H -2.04 -0.66 -1.26  N7 1.031

Output
HOMO level: -12.72 eV
HOMO-LUMO gap: 7.76 eV
charge: +1

***

Version b
Molecular formula: C5H11N2O
Method: DFT, the ωB97M-V functional and the def2-TZVPD basis

Bonds (Å) are listed after each position.
Element x y z (Å)
1 O 1.20 0.30 -0.03  C2 1.248
2 C 0.60 1.39 -0.06  O1 1.248, C3 1.452, H9 1.181
3 C -0.72 1.60 0.51  C2 1.452, C4 1.474, H10 1.153
4 C -1.57 0.50 1.00  C3 1.474, C5 1.589, H11 1.000, H12 1.169
5 C -2.51 -0.29 -0.01  C4 1.589, N7 1.448, H13 1.115, H14 1.142
6 C -1.33 -2.12 -0.64  N7 1.327, H15 1.072, H16 1.129
7 N -1.97 -1.06 -1.11  C5 1.448, C6 1.327
8 N 4.62 -0.13 -0.29  H17 1.068, H18 0.958, H19 1.175
9 H 1.02 2.22 -0.79  C2 1.181
10 H -0.92 2.67 0.89  C3 1.153
11 H -2.22 0.90 1.64  C4 1.000
12 H -1.05 -0.38 1.57  C4 1.169
13 H -3.32 -0.80 0.55  C5 1.115
14 H -2.89 0.62 -0.60  C5 1.142
15 H -0.94 -2.83 -1.34  C6 1.072
16 H -1.05 -2.33 0.44  C6 1.129
17 H 4.83 -0.68 -1.18  N8 1.068
18 H 4.71 0.77 -0.60  N8 0.958
19 H 3.51 -0.33 0.03  N8 1.175

Output
HOMO level: -12.33 eV
HOMO-LUMO gap: 3.63 eV
charge: +1

***

The most stable structure shown above is version a; the least stable is version b.